Entry i
Entry from the OMol25 dataset: a structure of composition C3H6O2 (ωB97M-V/def2-TZVPD).

E_HOMO in eV: -10.06
HOMO-LUMO gap in eV: 10.95
LUMO level in eV: 0.89
Molecular weight in g/mol: 74.1
Total charge: 0

Each line ends with the natural charge from an NBO analysis.
CARTESIAN COORDINATES (ANGSTROEM)
O  1.46575  -0.80584  0.71089  -0.6910
C  0.19237  -0.26534  0.58530  0.0662
C  -0.09187  1.13185  0.06721  -0.0898
O  -1.32379  0.66719  -0.51719  -0.5200
C  -0.74005  -0.64316  -0.57030  -0.1061
H  1.91811  -0.67906  -0.13069  0.4632
H  -0.31190  -0.45417  1.54348  0.1765
H  -0.22568  1.96359  0.75212  0.1893
H  0.64731  1.34591  -0.72196  0.1517
H  -1.27587  -1.47915  -0.16658  0.1922
H  -0.25437  -0.78183  -1.55227  0.1681



Entry ii
Entry from the OMol25 dataset: a cluster of 2 separate species, C3H6O2 in total (ωB97M-V/def2-TZVPD).

E_HOMO (alpha / beta) in eV: -10.08 / -9.68
HOMO-LUMO gap (alpha / beta) in eV: 9.04 / 8.64
LUMO level (alpha / beta) in eV: -1.04 / -1.05
Molecular weight in g/mol: 74.1
Total charge: 0

Each line ends with the natural charge from an NBO analysis.
CARTESIAN COORDINATES (ANGSTROEM)
C  0.21028  -1.61970  -0.17233  -0.7080
C  -0.24614  -0.17912  -0.04724  0.4864
O  -1.37944  0.08366  -0.38803  -0.5396
C  0.65296  0.88001  0.43533  -0.2298
O  -0.84142  2.40431  0.18633  -0.6352
H  -0.63737  -2.25763  0.09963  0.2454
H  1.09075  -1.89571  0.41266  0.2182
H  0.41607  -1.78414  -1.23697  0.2449
H  0.89626  1.72216  -0.17501  0.2550
H  1.47255  0.54055  1.12111  0.1962
H  -1.65421  2.05881  -0.26278  0.4666



Quick one: most stable of them? entry i



Entry i
Entry from the OMol25 dataset: an isolated molecule of C3H6O2 (ωB97M-V/def2-TZVPD).

E_HOMO in eV: -8.62
HOMO-LUMO gap in eV: 8.98
LUMO level in eV: 0.35
Molecular weight in g/mol: 74.1
Total charge: 0

Each line ends with the natural charge from an NBO analysis.
CARTESIAN COORDINATES (ANGSTROEM)
C  0.64344  -1.41905  0.35103  -0.2885
C  0.81092  0.48757  -0.47310  0.3318
O  0.83822  -0.03814  0.77984  -0.5919
C  -0.50255  1.18119  -0.63479  -0.2722
O  -1.43914  1.11003  0.40329  -0.7124
H  1.58238  -1.84556  -0.00821  0.2100
H  -0.12569  -1.51951  -0.43507  0.1947
H  0.25754  -1.88724  1.24733  0.2147
H  -0.94963  0.77921  -1.55752  0.2233
H  -0.19217  2.21336  -0.87860  0.2162
H  -0.92332  0.93814  1.20580  0.4744



Entry ii
Entry from the OMol25 dataset: a cluster of 2 separate species, C3H6O2 in total (ωB97M-V/def2-TZVPD).

E_HOMO in eV: -10.15
HOMO-LUMO gap in eV: 10.32
LUMO level in eV: 0.17
Molecular weight in g/mol: 74.1
Total charge: 0

Each line ends with the natural charge from an NBO analysis.
CARTESIAN COORDINATES (ANGSTROEM)
C  0.73458  0.78237  0.76260  -0.2948
C  0.57390  1.02738  -0.53856  -0.3292
C  -0.65880  0.61020  -1.23539  0.3894
O  -0.91654  0.86626  -2.38925  -0.5107
H  1.62913  1.08265  1.30003  0.2081
H  -0.01278  0.23699  1.33334  0.2152
H  1.31943  1.54498  -1.13646  0.2225
H  -1.36489  0.01593  -0.60945  0.0930
O  -0.20585  -2.10993  1.15283  -0.9344
H  -1.16951  -2.10314  1.11916  0.4698
H  0.07132  -1.95367  0.24115  0.4711



Quick one: most stable of them? entry ii



Entry i
Entry from the OMol25 dataset: a cluster of 2 separate species, C3H6O2 in total (ωB97M-V/def2-TZVPD).

E_HOMO in eV: -9.25
HOMO-LUMO gap in eV: 9.71
LUMO level in eV: 0.47
Molecular weight in g/mol: 74.1
Total charge: 0

Each line ends with the natural charge from an NBO analysis.
CARTESIAN COORDINATES (ANGSTROEM)
C  0.37803  -1.45534  -0.82258  -0.1231
C  0.14443  -0.30731  0.06876  0.2268
C  -0.84920  0.69291  0.32841  -0.1757
O  0.99869  -0.26137  -1.02751  -0.5013
O  -0.14750  1.80957  0.97605  -0.6933
H  1.04330  -2.25880  -0.43650  0.1974
H  -0.35646  -1.72299  -1.66466  0.1856
H  1.02002  0.03088  1.72482  0.0106
H  -1.66523  0.48881  0.97169  0.2121
H  -1.23850  1.03400  -0.54903  0.1915
H  0.67241  1.94963  0.43055  0.4694



Entry ii
Entry from the OMol25 dataset: an isolated molecule of C3H6O2 (ωB97M-V/def2-TZVPD).

E_HOMO in eV: -9.05
HOMO-LUMO gap in eV: 8.83
LUMO level in eV: -0.22
Molecular weight in g/mol: 74.1
Total charge: 0

Each line ends with the natural charge from an NBO analysis.
CARTESIAN COORDINATES (ANGSTROEM)
C  0.86498  1.01402  -0.03344  -0.1257
C  0.97658  -0.37547  -0.26851  -0.1263
O  -0.06506  -0.97704  -0.84126  -0.5577
C  -1.35735  -0.47866  -0.01941  0.2150
O  -0.98764  0.25360  0.99233  -0.7450
H  0.09946  1.63604  -0.47856  0.2346
H  1.60341  1.50016  0.59907  0.2152
H  1.93809  -0.89071  -0.25534  0.2355
H  0.65572  -0.25269  0.89347  0.3739
H  -1.92880  0.02405  -0.81960  0.1249
H  -1.79939  -1.45329  0.23126  0.1556



Quick one: most stable of them? entry ii



Entry i
Entry from the OMol25 dataset: an isolated molecule of C3H6O2 (ωB97M-V/def2-TZVPD).

E_HOMO in eV: -10.48
HOMO-LUMO gap in eV: 11.28
LUMO level in eV: 0.80
Molecular weight in g/mol: 74.1
Total charge: 0

Each line ends with the natural charge from an NBO analysis.
CARTESIAN COORDINATES (ANGSTROEM)
C  1.24312  -0.30797  0.04458  -0.6927
C  -0.05060  0.45245  0.31345  -0.0381
O  -0.19530  1.22703  -0.93796  -0.7304
C  -1.24809  -0.45258  0.42313  0.4256
O  -1.90573  -0.71240  -0.55994  -0.5334
H  2.09070  -0.07558  0.71182  0.2217
H  1.14308  -1.40141  -0.05948  0.2142
H  1.16211  0.30370  -0.96019  0.3038
H  0.02186  1.17349  1.13170  0.2103
H  -0.77169  0.68976  -1.51518  0.4897
H  -1.48946  -0.89650  1.40808  0.1292



Entry ii
Entry from the OMol25 dataset: an isolated molecule of C3H6O2 (ωB97M-V/def2-TZVPD).

E_HOMO in eV: -10.84
HOMO-LUMO gap in eV: 11.83
LUMO level in eV: 0.98
Molecular weight in g/mol: 74.1
Total charge: 0

Each line ends with the natural charge from an NBO analysis.
CARTESIAN COORDINATES (ANGSTROEM)
C  -1.29767  -0.31931  -0.34337  -0.6476
C  -0.23809  0.15193  0.70566  -0.1242
O  0.58524  1.00558  -0.02337  -0.4891
C  1.75087  0.35235  -0.23859  0.6407
O  2.08720  -0.78459  0.10195  -0.5788
H  -2.08825  -0.99124  -0.08066  0.2213
H  -1.78331  0.57607  -0.82690  0.2148
H  -0.90790  -0.96437  -1.31522  0.2114
H  -0.73547  0.63371  1.70471  0.1926
H  0.31536  -0.70450  1.24579  0.2313
H  2.31203  1.04435  -0.93000  0.1276



Quick one: most stable of them? entry ii



Entry i
Entry from the OMol25 dataset: a structure of composition C3H6O2 (ωB97M-V/def2-TZVPD).

E_HOMO in eV: -9.27
HOMO-LUMO gap in eV: 10.09
LUMO level in eV: 0.81
Molecular weight in g/mol: 74.1
Total charge: 0

Each line ends with the natural charge from an NBO analysis.
CARTESIAN COORDINATES (ANGSTROEM)
O  0.85337  -1.10609  1.40735  -0.7172
C  0.77684  -0.15537  0.47333  0.1439
C  -0.48457  -0.50471  -0.98364  -0.2168
O  -0.71453  0.88543  -0.80804  -0.5243
C  -0.19193  1.04363  0.51613  -0.1153
H  0.18363  -1.25880  0.28188  0.5017
H  1.67588  0.06041  -0.13636  0.1711
H  -0.03027  -0.74785  -1.95240  0.1959
H  -1.37560  -1.12600  -0.76878  0.1829
H  0.27834  2.03017  0.63937  0.1952
H  -0.95756  0.88935  1.29480  0.1829



Entry ii
Entry from the OMol25 dataset: a cluster of 2 separate species, C3H6O2 in total (ωB97M-V/def2-TZVPD).

E_HOMO in eV: -8.65
HOMO-LUMO gap in eV: 8.92
LUMO level in eV: 0.27
Molecular weight in g/mol: 74.1
Total charge: 0

Each line ends with the natural charge from an NBO analysis.
CARTESIAN COORDINATES (ANGSTROEM)
O  0.80147  -1.96404  -0.89044  -0.7128
C  0.56382  -0.66019  -0.62485  0.0801
C  -1.09427  0.71342  -0.06817  -0.5391
C  -0.35172  1.03919  1.10241  0.3003
O  0.59958  1.81126  0.98473  -0.5976
H  1.32389  -2.59688  -0.39177  0.5122
H  0.46173  -0.10212  -1.55949  0.2123
H  1.00499  -0.53462  0.34086  0.1882
H  -2.11298  0.46303  0.19253  0.2050
H  -0.99576  1.33812  -0.96252  0.2146
H  -0.36653  0.54311  2.10234  0.1369



Quick one: most stable of them? entry ii



Entry i
Entry from the OMol25 dataset: a structure of composition C22H30N5OPPt (ωB97M-V/def2-TZVPD).

E_HOMO in eV: -14.58
HOMO-LUMO gap in eV: 9.36
LUMO level in eV: -5.22
Molecular weight in g/mol: 606.6
Total charge: +2

Each line ends with the natural charge from an NBO analysis.
CARTESIAN COORDINATES (ANGSTROEM)
Pt  0.20394  1.23069  0.15378  0.6099
N  0.42644  1.09653  2.20401  -0.7777
C  -0.34454  0.04215  2.88197  0.1358
C  -0.34327  -0.02645  4.26333  -0.2174
C  -1.06021  -1.03717  4.88732  -0.1463
C  -1.75929  -1.97331  4.13552  -0.1813
C  -1.74495  -1.90133  2.75315  -0.1548
C  -1.03995  -0.88158  2.12003  -0.4049
P  -0.90319  -0.72395  0.33018  1.1758
C  -0.11137  -2.23392  -0.25370  -0.4136
C  1.26178  -2.34983  -0.01972  -0.2156
C  1.92882  -3.51908  -0.33898  -0.1891
C  1.22686  -4.58234  -0.89645  -0.1796
C  -0.13830  -4.47927  -1.11459  -0.1310
C  -0.81335  -3.30971  -0.79100  -0.2072
C  -2.54185  -0.60434  -0.39525  -0.4433
C  -2.69866  -0.71281  -1.78093  -0.2138
C  -3.94023  -0.49141  -2.35519  -0.1956
C  -5.02674  -0.16289  -1.55368  -0.1618
C  -4.87356  -0.05110  -0.17933  -0.2042
C  -3.63248  -0.26255  0.40190  -0.1225
H  0.21313  1.98111  2.66250  0.4107
H  1.43255  0.94517  2.32358  0.4380
H  0.21013  0.69435  4.85208  0.2347
H  -1.06772  -1.09639  5.96644  0.2465
H  -2.31096  -2.75977  4.63083  0.2470
H  -2.28177  -2.63311  2.16219  0.2369
H  1.79674  -1.53088  0.45202  0.2111
H  2.98875  -3.61188  -0.14453  0.2318
H  1.74555  -5.49668  -1.14910  0.2409
H  -0.68461  -5.31369  -1.53200  0.2324
H  -1.88196  -3.24881  -0.94911  0.2339
H  -1.86179  -0.99491  -2.40947  0.2101
H  -4.06479  -0.58805  -3.42477  0.2387
H  -5.99632  -0.00005  -2.00318  0.2422
H  -5.72255  0.19689  0.44221  0.2402
H  -3.51745  -0.17314  1.47524  0.2196
N  -0.02097  1.26490  -1.90747  -0.7577
C  0.90655  2.08556  -2.72285  -0.2282
C  0.81147  3.54314  -2.35524  -0.4403
C  1.48696  3.89941  -1.06506  -0.2209
N  0.78444  3.32786  0.10919  -0.8281
H  0.00355  0.30002  -2.23056  0.4082
H  -0.97669  1.57966  -2.08523  0.4123
H  0.65079  1.95474  -3.77509  0.2238
H  1.91585  1.69683  -2.56148  0.2214
H  -0.23680  3.85995  -2.34827  0.2119
H  1.29814  4.11347  -3.14816  0.2612
H  1.54956  4.98241  -0.94616  0.2197
H  2.50255  3.49816  -1.05461  0.2218
H  -0.10816  3.81911  0.18331  0.3958
H  1.30717  3.58272  0.94509  0.4074
N  5.20392  1.62403  0.01548  -0.8117
C  3.97570  1.08449  -0.12998  0.7893
N  3.84499  0.10940  -1.07966  -0.8369
O  3.00060  1.50553  0.49869  -0.7636
H  6.02094  1.25212  -0.43642  0.4099
H  5.33845  2.29575  0.75126  0.4207
H  4.65961  -0.36599  -1.43352  0.4053
H  3.00853  -0.44975  -1.03057  0.4023



Entry ii
Entry from the OMol25 dataset: a structure of composition C22H30N5OPPt (ωB97M-V/def2-TZVPD).

E_HOMO (alpha / beta) in eV: -13.66 / -13.21
HOMO-LUMO gap (alpha / beta) in eV: 6.84 / 6.83
LUMO level (alpha / beta) in eV: -6.83 / -6.38
Molecular weight in g/mol: 606.6
Total charge: +2

Each line ends with the natural charge from an NBO analysis.
CARTESIAN COORDINATES (ANGSTROEM)
Pt  0.69029  1.15913  -0.11350  0.8565
N  0.81154  1.11186  2.17147  -0.7808
C  -0.02130  0.13300  2.84211  0.1236
C  -0.10275  0.11076  4.22850  -0.2160
C  -0.87188  -0.85213  4.86088  -0.1517
C  -1.56538  -1.79856  4.11659  -0.1827
C  -1.49470  -1.77234  2.73523  -0.1606
C  -0.73292  -0.79521  2.09640  -0.3970
P  -0.65442  -0.71375  0.29362  1.0311
C  -0.11609  -2.37213  -0.18592  -0.3906
C  1.15323  -2.74710  0.26679  -0.2255
C  1.64336  -4.01071  -0.00794  -0.1885
C  0.87925  -4.89933  -0.75659  -0.1896
C  -0.37183  -4.52355  -1.22078  -0.1307
C  -0.87969  -3.26385  -0.93285  -0.2161
C  -2.32214  -0.43483  -0.32576  -0.4234
C  -2.52324  -0.52530  -1.70702  -0.2107
C  -3.78774  -0.33025  -2.23453  -0.1978
C  -4.84798  -0.01931  -1.39111  -0.1696
C  -4.64057  0.11835  -0.02652  -0.2086
C  -3.37650  -0.07637  0.51136  -0.1376
H  0.76043  2.00541  2.65109  0.4124
H  1.79112  0.82818  2.18322  0.4325
H  0.44288  0.84262  4.81288  0.2316
H  -0.92542  -0.86554  5.94089  0.2461
H  -2.16277  -2.54957  4.61486  0.2463
H  -2.03444  -2.50252  2.14414  0.2385
H  1.74063  -2.04093  0.84713  0.2114
H  2.62030  -4.30386  0.35338  0.2316
H  1.26378  -5.88609  -0.97606  0.2393
H  -0.95443  -5.21234  -1.81754  0.2299
H  -1.87257  -2.99483  -1.26672  0.2330
H  -1.68728  -0.77001  -2.35429  0.2120
H  -3.95102  -0.42762  -3.29954  0.2367
H  -5.83806  0.11922  -1.80388  0.2406
H  -5.46824  0.36737  0.62387  0.2385
H  -3.21289  0.02900  1.57596  0.2183
N  1.00683  1.51194  -2.30375  -0.7789
C  1.47845  2.87099  -2.66228  -0.2316
C  0.48993  3.97364  -2.29329  -0.4301
C  0.22978  4.13939  -0.80291  -0.2277
N  -0.63826  3.06284  -0.28170  -0.8619
H  1.69925  0.82623  -2.58844  0.4108
H  0.14665  1.29956  -2.80030  0.4048
H  1.65218  2.91933  -3.73953  0.2270
H  2.43187  3.04092  -2.15945  0.2152
H  -0.45572  3.81110  -2.82125  0.2120
H  0.90797  4.90973  -2.66352  0.2575
H  -0.22749  5.11874  -0.63973  0.2130
H  1.17411  4.11525  -0.25459  0.2008
H  -1.48773  2.99424  -0.83311  0.3970
H  -0.91759  3.27742  0.66872  0.3935
N  5.24729  0.96878  -0.07388  -0.7950
C  4.00408  0.49162  -0.23635  0.7964
N  3.84531  -0.62590  -0.98149  -0.8241
O  3.02434  1.07978  0.27151  -0.7834
H  6.06494  0.49391  -0.41411  0.4148
H  5.37313  1.81610  0.45066  0.4260
H  4.63017  -1.16804  -1.30009  0.4149
H  2.93994  -1.06442  -0.99094  0.4167



Quick one: most stable of them? entry i



Entry i
Entry from the OMol25 dataset: a cluster of 2 separate species, C2H4FNO3 in total (ωB97M-V/def2-TZVPD).

E_HOMO in eV: -11.31
HOMO-LUMO gap in eV: 10.51
LUMO level in eV: -0.80
Molecular weight in g/mol: 109.1
Total charge: 0

Each line ends with the natural charge from an NBO analysis.
CARTESIAN COORDINATES (ANGSTROEM)
C  -0.94696  -0.51460  0.03607  -0.1850
C  0.17052  0.47812  0.08046  0.3544
N  1.32246  0.51880  -0.90509  0.4691
O  1.69118  -0.51247  -1.43835  -0.3419
O  1.78331  1.65783  -1.08683  -0.3501
O  -0.80654  -1.60456  0.93692  -0.6619
F  -0.27029  1.72434  0.14078  -0.3163
H  -1.82421  0.19540  -0.03016  0.2112
H  -1.02776  -0.89044  -1.04258  0.2182
H  0.88358  0.10636  1.47888  0.1295
H  -0.97530  -1.15878  1.82991  0.4728



Entry ii
Entry from the OMol25 dataset: an isolated molecule of C2H4FNO3 (ωB97M-V/def2-TZVPD).

E_HOMO in eV: -11.88
HOMO-LUMO gap in eV: 11.15
LUMO level in eV: -0.73
Molecular weight in g/mol: 109.1
Total charge: 0

Each line ends with the natural charge from an NBO analysis.
CARTESIAN COORDINATES (ANGSTROEM)
C  1.29562  0.52764  -0.11544  -0.6660
C  -0.06811  -0.17903  -0.05234  0.6820
O  0.05244  -1.30984  0.77961  -0.6827
F  -0.24619  -0.82360  -1.45302  -0.4161
N  -1.38704  0.44814  0.07433  0.4848
O  -1.51752  1.59698  -0.24756  -0.3174
O  -2.20338  -0.22033  0.69163  -0.3638
H  1.66942  0.16479  -1.05059  0.2630
H  1.24459  1.57846  -0.15111  0.2454
H  1.92813  0.05848  0.65396  0.2548
H  -0.76796  -1.84170  0.87053  0.5160



Quick one: most stable of them? entry ii